i) {"formula": "C5H9NO", "method": "the ωB97M-V functional and the def2-TZVPD basis", "symbols": ["C", "C", "C", "C", "O", "C", "N", "H", "H", "H", "H", "H", "H", "H", "H", "H"], "coordinates": [[-2.124, -0.220, -0.112], [-0.609, -0.442, -0.137], [0.175, 0.881, -0.151], [1.676, 0.674, -0.011], [2.102, -0.269, -0.980], [-0.189, -1.273, 1.004], [0.162, -1.913, 1.903], [-2.422, 0.389, -0.972], [-2.427, 0.303, 0.801], [-2.665, -1.170, -0.157], [-0.330, -1.001, -1.037], [-0.047, 1.389, -1.097], [-0.170, 1.534, 0.662], [1.894, 0.313, 1.003], [2.200, 1.632, -0.146], [2.773, -0.828, -0.574]], "nbo_charge": [-0.59, -0.33, -0.40, -0.07, -0.73, 0.30, -0.34, 0.22, 0.21, 0.22, 0.26, 0.22, 0.21, 0.18, 0.17, 0.48], "e_lumo_ev": 0.8818, "e_homo_ev": -10.69, "smiles": "C[C@H](C#N)CCO", "multiplicity": 1, "gap_ev": 11.569, "charge": 0}

---

ii) {"formula": "C5H9NO", "method": "the ωB97M-V functional and the def2-TZVPD basis", "symbols": ["C", "C", "C", "C", "C", "H", "H", "H", "H", "H", "H", "H", "H", "H", "N", "O"], "coordinates": [[0.899, 1.086, -0.714], [0.876, 0.808, 0.809], [-1.198, -0.379, 1.407], [-1.167, -1.130, 0.332], [-0.572, -0.742, -0.996], [1.867, 1.515, -1.024], [0.131, 1.775, -1.000], [1.298, 1.717, 1.281], [1.251, -0.135, 1.129], [-1.521, -0.619, 2.415], [-1.626, -2.121, 0.392], [-0.500, -1.620, -1.793], [-1.127, 0.080, -1.571], [1.222, -0.869, -0.550], [0.707, -0.194, -1.360], [-0.540, 0.825, 1.243]], "nbo_charge": [-0.26, -0.08, 0.14, -0.31, -0.31, 0.20, 0.21, 0.20, 0.18, 0.20, 0.22, 0.22, 0.20, 0.31, -0.56, -0.56], "e_lumo_ev": 1.0848, "e_homo_ev": -9.24, "smiles": "C1=COCCNC1", "multiplicity": 1, "gap_ev": 10.324, "charge": 0}

---

iii) {"formula": "C5H9NO", "method": "the ωB97M-V functional and the def2-TZVPD basis", "symbols": ["C", "C", "C", "C", "N", "C", "O", "H", "H", "H", "H", "H", "H", "H", "H", "H"], "coordinates": [[1.518, 0.671, -0.039], [0.173, -0.016, 0.108], [0.190, -1.239, 1.022], [-1.093, 0.872, 0.247], [-1.644, 0.135, -0.920], [-0.427, -0.408, -1.243], [0.013, -0.935, -2.235], [2.112, 0.102, -0.762], [2.065, 0.726, 0.907], [1.394, 1.684, -0.434], [0.526, -0.998, 2.035], [0.867, -1.991, 0.604], [-0.805, -1.695, 1.084], [-1.638, 0.800, 1.196], [-0.893, 1.928, 0.027], [-2.361, 0.365, -1.597]], "nbo_charge": [-0.61, -0.15, -0.60, -0.20, -0.63, 0.69, -0.59, 0.23, 0.21, 0.21, 0.21, 0.22, 0.22, 0.19, 0.19, 0.40], "e_lumo_ev": 0.8742, "e_homo_ev": -9.61, "smiles": "CC1(C)CNC1=O", "multiplicity": 1, "gap_ev": 10.489, "charge": 0}

---

iv) {"formula": "C5H9NO", "method": "the ωB97M-V functional and the def2-TZVPD basis", "symbols": ["C", "C", "N", "C", "C", "C", "O", "H", "H", "H", "H", "H", "H", "H", "H", "H"], "coordinates": [[-1.968, -0.415, 0.048], [-1.133, 0.597, 0.800], [0.051, 0.253, 1.595], [0.224, 0.950, 0.324], [0.896, 0.153, -0.763], [2.203, -0.431, -0.455], [1.032, -1.240, -0.504], [-2.422, 0.053, -0.834], [-2.781, -0.806, 0.668], [-1.359, -1.255, -0.299], [-1.699, 1.372, 1.315], [0.292, -0.725, 1.433], [0.569, 1.983, 0.380], [0.651, 0.384, -1.801], [2.932, -0.628, -1.237], [2.606, -0.267, 0.545]], "nbo_charge": [-0.64, -0.07, -0.58, -0.12, 0.04, -0.11, -0.50, 0.21, 0.22, 0.23, 0.20, 0.36, 0.20, 0.20, 0.19, 0.19], "e_lumo_ev": 1.1375, "e_homo_ev": -9.31, "smiles": "C[C@H]1N[C@H]1[C@H]1CO1", "multiplicity": 1, "gap_ev": 10.447, "charge": 0}

---

Which one sits at the bottom of the stability order? ii) does.

---

i) {"formula": "C4H15N3O", "method": "the ωB97M-V functional and the def2-TZVPD basis", "symbols": ["N", "C", "C", "C", "N", "C", "N", "H", "H", "H", "H", "H", "H", "H", "H", "H", "H", "H", "H", "H", "H", "H", "O"], "coordinates": [[2.140, -0.261, 0.115], [0.714, -0.152, -0.236], [0.398, 1.200, -0.903], [-0.462, 2.141, -0.090], [-1.737, 1.614, 0.432], [0.233, -1.372, -0.985], [-1.241, -1.341, -1.205], [2.815, -0.076, -0.614], [2.287, 0.374, 0.880], [0.137, -0.094, 0.695], [-0.245, 1.030, -1.767], [1.273, 1.732, -1.308], [0.137, 2.582, 0.730], [-0.796, 2.946, -0.742], [-1.604, 1.725, 1.447], [-1.889, 0.637, 0.228], [0.863, -1.584, -1.891], [0.394, -2.295, -0.439], [-1.541, -0.414, -1.485], [-1.518, -1.901, -2.004], [0.825, -1.921, 2.217], [-0.729, -2.023, 2.342], [0.023, -1.438, 2.480]], "nbo_charge": [-0.85, -0.10, -0.43, -0.22, -0.85, -0.22, -0.84, 0.36, 0.36, 0.23, 0.19, 0.22, 0.17, 0.19, 0.36, 0.36, 0.17, 0.19, 0.34, 0.36, 0.48, 0.48, -0.95], "e_lumo_ev": 0.9619, "e_homo_ev": -8.94, "smiles": "NCC[C@H](N)CN.O", "multiplicity": 1, "gap_ev": 9.904, "charge": 0}

---

ii) {"formula": "C4H15N3O", "method": "the ωB97M-V functional and the def2-TZVPD basis", "symbols": ["C", "C", "C", "N", "N", "C", "N", "H", "H", "H", "H", "H", "H", "H", "H", "H", "H", "H", "H", "H", "H", "H", "O"], "coordinates": [[-1.307, 0.240, 0.230], [-1.210, 0.612, -1.258], [-0.589, -0.539, -2.129], [-0.891, -1.914, -1.730], [0.085, 0.120, 0.768], [0.264, -0.796, 1.927], [1.328, -0.262, 2.785], [-1.792, -0.740, 0.214], [-1.790, 0.965, 0.882], [-0.655, 1.532, -1.475], [-2.268, 0.776, -1.509], [0.477, -0.411, -2.010], [-0.790, -0.371, -3.186], [-1.883, -2.012, -1.561], [-0.422, -2.219, -0.888], [0.695, -0.226, 0.033], [-0.697, -0.793, 2.452], [0.600, -1.817, 1.730], [1.258, 0.739, 2.893], [2.221, -0.443, 2.348], [1.801, 3.097, -0.306], [1.435, 1.593, -0.056], [1.893, 2.196, -0.634]], "nbo_charge": [-0.22, -0.43, -0.22, -0.83, -0.68, -0.06, -0.83, 0.17, 0.20, 0.23, 0.20, 0.18, 0.20, 0.35, 0.35, 0.35, 0.18, 0.17, 0.36, 0.35, 0.47, 0.49, -0.97], "e_lumo_ev": 0.8939, "e_homo_ev": -9.24, "smiles": "NCCCNCN.O", "multiplicity": 1, "gap_ev": 10.130, "charge": 0}

---

Which one sits at the bottom of the stability order? i) does.